# 1
{
  "formula": "C17H28AsBrF6N4OPbS6",
  "method": "ωB97M-V/def2-TZVPD",
  "elements": ["Pb", "C", "C", "S", "C", "C", "S", "C", "C", "S", "H", "H", "H", "H", "H", "H", "H", "H", "H", "H", "H", "H", "Br", "C", "C", "C", "C", "C", "N", "H", "H", "H", "H", "O", "S", "N", "F", "As", "F", "F", "F", "F", "F", "S", "C", "C", "C", "N", "C", "S", "N", "C", "C", "H", "H", "H", "H", "H", "H", "H", "H", "H", "H", "H", "H"],
  "positions_angstrom": [[0.890, -0.938, 0.151], [-0.772, -0.974, 4.168], [-0.734, 0.518, 3.825], [-0.521, 0.912, 2.071], [0.777, 2.108, 2.296], [2.210, 1.741, 2.747], [2.974, 0.258, 1.951], [3.165, -0.921, 3.282], [2.013, -1.511, 4.122], [0.472, -1.996, 3.381], [-1.716, -1.437, 3.842], [-0.788, -1.143, 5.277], [0.124, 0.892, 4.393], [-1.675, 0.980, 4.118], [0.368, 2.826, 2.950], [0.868, 2.665, 1.341], [2.364, 1.511, 3.795], [2.856, 2.561, 2.541], [3.737, -0.368, 4.067], [3.912, -1.642, 2.912], [1.788, -0.812, 4.956], [2.419, -2.404, 4.560], [-3.274, -3.023, -1.104], [-1.903, -2.920, -2.358], [-1.870, -3.963, -3.306], [-1.021, -3.775, -4.355], [-0.236, -2.655, -4.423], [-0.275, -1.680, -3.441], [-1.175, -1.834, -2.455], [-2.416, -4.865, -3.100], [-1.045, -4.400, -5.231], [0.477, -2.572, -5.280], [0.389, -0.871, -3.393], [2.480, 3.782, 0.787], [3.933, 3.606, 0.338], [3.940, 2.024, -0.487], [2.459, -3.270, 0.832], [1.550, -4.460, -0.062], [0.122, -3.743, 0.699], [1.486, -3.143, -1.316], [0.515, -5.320, -1.069], [2.957, -5.111, -0.824], [1.559, -5.666, 1.123], [3.278, -0.516, -1.409], [3.539, 1.035, -0.877], [-3.870, 0.965, -2.928], [-3.436, 0.837, -1.503], [-1.981, 0.762, -1.407], [-1.152, 1.772, -1.107], [0.498, 1.489, -1.280], [-1.650, 2.953, -0.798], [-0.960, 4.265, -0.513], [-0.555, 5.082, -1.729], [-4.935, 1.029, -2.878], [-3.637, 0.040, -3.548], [-3.505, 1.865, -3.577], [-3.820, -0.121, -1.193], [-3.781, 1.666, -0.924], [-1.476, -0.083, -1.781], [-2.645, 3.049, -0.849], [-0.147, 4.105, 0.218], [-1.727, 4.872, -0.083], [0.262, 4.792, -2.251], [-0.264, 6.109, -1.482], [-1.424, 5.066, -2.423]],
  "relative_energy_kj_mol": 53.1,
  "max_force_ha_per_bohr": 0.081,
  "energy_ha": -8949.89634,
  "homo_lumo_gap_ev": 6.59,
  "spin_multiplicity": 1,
  "e_lumo_ev": -0.010
}

# 2
{
  "formula": "C30H39BrN6",
  "method": "ωB97M-V/def2-TZVPD",
  "elements": ["C", "N", "C", "C", "C", "C", "C", "C", "C", "C", "N", "C", "C", "C", "H", "H", "H", "H", "H", "H", "H", "H", "H", "H", "H", "H", "H", "H", "C", "N", "C", "C", "C", "C", "C", "C", "C", "C", "N", "C", "C", "C", "H", "H", "H", "H", "H", "H", "H", "H", "H", "H", "H", "H", "H", "H", "C", "C", "N", "C", "C", "N", "C", "C", "H", "H", "H", "H", "H", "H", "H", "H", "H", "H", "H", "Br"],
  "positions_angstrom": [[5.941, 2.238, -5.092], [5.200, 1.034, -4.624], [4.063, 1.340, -3.884], [3.332, 0.305, -3.335], [3.713, -1.010, -3.604], [4.747, -1.303, -4.414], [5.522, -0.270, -4.907], [2.976, -2.195, -2.993], [1.583, -2.298, -2.969], [0.917, -3.281, -2.318], [1.590, -4.358, -1.780], [2.908, -4.443, -2.014], [3.627, -3.303, -2.527], [0.812, -5.488, -1.169], [6.150, 2.156, -6.159], [6.888, 2.164, -4.558], [5.480, 3.196, -4.850], [3.871, 2.388, -3.710], [2.445, 0.315, -2.718], [4.920, -2.363, -4.524], [6.421, -0.396, -5.492], [0.998, -1.438, -3.259], [-0.163, -3.278, -2.292], [3.345, -5.365, -1.660], [4.705, -3.333, -2.477], [-0.247, -5.233, -1.118], [1.286, -5.816, -0.244], [0.851, -6.325, -1.866], [-0.028, -4.062, 3.012], [-0.500, -2.662, 3.025], [-1.044, -2.118, 4.152], [-1.274, -0.796, 4.260], [-0.966, 0.092, 3.253], [-0.381, -0.480, 2.103], [-0.172, -1.863, 1.981], [-1.242, 1.551, 3.451], [-0.844, 2.507, 2.464], [-1.017, 3.853, 2.676], [-1.771, 4.326, 3.703], [-2.486, 3.392, 4.532], [-2.045, 2.064, 4.561], [-2.114, 5.749, 3.790], [-0.384, -4.533, 3.928], [1.051, -3.972, 2.890], [-0.559, -4.428, 2.133], [-1.428, -2.907, 4.782], [-1.775, -0.426, 5.142], [-0.160, 0.163, 1.263], [0.096, -2.378, 1.070], [-0.228, 2.235, 1.619], [-0.562, 4.569, 2.008], [-3.090, 3.900, 5.269], [-2.404, 1.467, 5.386], [-3.114, 5.966, 4.164], [-2.117, 6.136, 2.771], [-1.322, 6.315, 4.279], [-5.163, 0.105, 1.827], [-3.889, -0.062, 0.962], [-3.360, 1.022, 0.115], [-3.639, 2.402, 0.279], [-2.947, 3.044, -0.718], [-2.061, 2.198, -1.312], [-2.266, 0.974, -0.746], [-1.106, 2.462, -2.372], [-5.940, 0.635, 1.277], [-4.942, 0.630, 2.757], [-5.632, -0.843, 2.089], [-4.135, -0.891, 0.298], [-3.061, -0.348, 1.610], [-4.403, 2.653, 1.000], [-2.889, 4.085, -1.000], [-1.707, 0.063, -0.905], [-1.568, 2.233, -3.333], [-0.287, 1.760, -2.214], [-0.858, 3.522, -2.327], [-2.150, -2.941, -0.400]],
  "max_force_ha_per_bohr": 0.074,
  "energy_ha": -4068.14391,
  "homo_lumo_gap_ev": [3.28, 5.20],
  "spin_multiplicity": 2,
  "total_charge": 3,
  "e_lumo_ev": [-9.131, -9.131]
}

# 3
{
  "formula": "C2H2Cl3NS",
  "method": "ωB97M-V/def2-TZVPD",
  "elements": ["C", "C", "N", "S", "Cl", "Cl", "Cl", "H", "H"],
  "positions_angstrom": [[-1.668, -0.500, 0.205], [2.245, -0.458, -0.140], [-0.500, -0.662, -0.045], [-3.106, -0.605, 0.793], [2.275, -1.089, 1.448], [3.695, -0.667, -0.973], [1.734, 2.292, 1.549], [2.680, 2.908, 0.834], [0.440, -0.503, -0.290]],
  "relative_energy_kj_mol": 269.4,
  "max_force_ha_per_bohr": 0.091,
  "energy_ha": -1910.80603,
  "homo_lumo_gap_ev": 7.28,
  "spin_multiplicity": 1,
  "e_lumo_ev": -1.747
}

# 4
{
  "formula": "C37H40CaF6N6O2SbSi",
  "method": "ωB97M-V/def2-TZVPD",
  "elements": ["Ca", "C", "Si", "C", "N", "C", "C", "C", "C", "C", "C", "C", "C", "C", "C", "C", "C", "C", "C", "C", "C", "C", "H", "H", "H", "H", "H", "H", "H", "H", "H", "H", "H", "H", "H", "H", "H", "H", "H", "H", "H", "H", "H", "H", "H", "H", "C", "C", "C", "C", "N", "C", "C", "C", "C", "C", "C", "N", "H", "H", "H", "H", "H", "H", "H", "H", "F", "Sb", "F", "F", "F", "F", "F", "O", "C", "N", "C", "O", "C", "C", "C", "C", "N", "C", "H", "H", "H", "H", "H", "H", "H", "H", "N", "C"],
  "positions_angstrom": [[12.302, 12.112, 10.893], [12.096, 11.361, 14.597], [10.495, 12.407, 14.718], [9.597, 11.606, 13.188], [9.777, 11.956, 11.787], [8.962, 13.149, 11.450], [9.083, 13.584, 9.951], [9.002, 12.313, 9.087], [8.403, 11.125, 9.749], [9.188, 10.763, 11.064], [9.393, 11.932, 16.079], [8.079, 12.518, 16.146], [7.175, 12.096, 17.111], [7.560, 11.185, 18.096], [8.834, 10.541, 18.033], [9.714, 10.991, 17.059], [10.913, 14.241, 14.698], [10.254, 15.128, 15.432], [10.556, 16.540, 15.555], [11.620, 17.113, 14.951], [12.535, 16.267, 14.144], [12.049, 14.845, 13.791], [12.378, 11.584, 13.561], [11.853, 10.273, 14.693], [8.534, 11.734, 13.427], [9.890, 10.545, 13.433], [9.200, 13.923, 12.185], [7.891, 12.957, 11.637], [10.080, 14.087, 9.741], [8.291, 14.312, 9.709], [9.936, 12.113, 8.667], [8.370, 12.507, 8.208], [8.450, 10.341, 9.002], [7.380, 11.245, 9.977], [9.994, 9.992, 10.894], [8.468, 10.301, 11.712], [7.696, 13.213, 15.349], [6.166, 12.573, 17.176], [6.785, 10.894, 18.795], [9.232, 9.768, 18.622], [10.731, 10.657, 17.032], [9.568, 14.734, 16.174], [9.898, 17.276, 16.123], [11.740, 18.134, 15.164], [13.541, 16.375, 14.583], [12.867, 14.074, 13.729], [16.811, 13.022, 12.565], [17.307, 11.784, 12.973], [16.409, 10.752, 12.930], [15.113, 10.784, 12.488], [14.654, 11.941, 12.011], [15.492, 12.986, 12.015], [14.296, 9.589, 12.215], [14.897, 8.339, 12.093], [14.204, 7.175, 11.773], [12.831, 7.404, 11.489], [12.299, 8.652, 11.638], [12.982, 9.721, 12.024], [17.413, 13.891, 12.436], [18.302, 11.584, 13.285], [16.764, 9.784, 13.301], [15.111, 13.879, 11.527], [15.942, 8.237, 12.307], [14.630, 6.210, 11.560], [12.209, 6.608, 11.105], [11.212, 8.873, 11.406], [11.681, 10.692, 9.144], [12.507, 11.468, 7.544], [13.196, 9.851, 7.146], [11.026, 10.899, 6.545], [13.597, 12.296, 6.223], [13.749, 11.981, 8.931], [11.607, 13.066, 7.921], [17.764, 15.045, 8.734], [16.516, 15.290, 8.058], [15.349, 15.083, 8.819], [15.069, 15.988, 9.836], [15.889, 16.878, 10.073], [13.835, 15.902, 10.621], [13.736, 16.630, 11.798], [12.528, 16.589, 12.599], [11.695, 15.331, 12.365], [11.985, 14.491, 11.220], [12.923, 14.888, 10.346], [17.869, 15.680, 9.425], [16.505, 14.636, 7.204], [16.517, 16.377, 7.799], [14.642, 14.427, 8.542], [14.462, 17.362, 11.937], [11.953, 17.516, 12.394], [10.644, 15.590, 12.313], [12.883, 14.304, 9.384], [14.041, 11.887, 16.146], [13.223, 11.600, 15.422]],
  "relative_energy_kj_mol": 164.5,
  "max_force_ha_per_bohr": 0.063,
  "energy_ha": -3719.64386,
  "homo_lumo_gap_ev": [4.47, 6.62],
  "spin_multiplicity": 2,
  "e_lumo_ev": [-0.961, -0.962]
}